Record 1
Below is a structure of composition C40H48GeN4O6PRhS2, with properties calculated with wB97M-V/def2-TZVPD.

Calculated values
orbital gap (alpha / beta): 7.8 / 5.9 eV
HOMO energy (alpha / beta): -9.942 / -10.112 eV
LUMO (alpha / beta): -2.17 / -4.25 eV
total charge: +1
spin multiplicity: 2

```
103
C40H48GeN4O6PRhS2 (wB97M-V/def2-TZVPD)
Rh -0.51 -0.24 -0.20
C -3.33 4.88 4.66
O -2.30 4.30 3.87
C -1.02 4.44 4.30
C -0.64 5.07 5.47
C 0.71 5.18 5.79
C 1.68 4.68 4.93
C 1.29 4.06 3.75
C -0.05 3.91 3.44
N -0.52 3.29 2.26
C -0.16 2.09 1.75
N 0.80 1.41 2.39
C 1.39 0.18 2.09
C 1.02 -0.68 1.07
C 1.72 -1.89 0.97
C 2.77 -2.20 1.82
C 3.16 -1.31 2.81
C 2.47 -0.13 2.94
O 2.76 0.84 3.86
C 3.81 0.58 4.79
N -0.77 1.62 0.68
C -1.96 2.30 0.28
C -1.98 3.21 -0.76
C -3.16 3.83 -1.13
C -4.33 3.54 -0.44
C -4.32 2.65 0.62
C -3.13 2.04 1.00
O -2.99 1.22 2.07
C -4.17 0.80 2.74
H -4.26 4.67 4.13
H -3.20 5.96 4.75
H -3.37 4.42 5.65
H -1.38 5.48 6.15
H 1.00 5.66 6.71
H 2.73 4.79 5.17
H 2.05 3.70 3.06
H -1.39 3.67 1.91
H 1.16 1.84 3.23
H 1.46 -2.60 0.20
H 3.29 -3.14 1.70
H 3.99 -1.55 3.46
H 4.77 0.51 4.28
H 3.62 -0.34 5.35
H 3.82 1.43 5.47
H -1.07 3.39 -1.31
H -3.17 4.54 -1.95
H -5.26 4.02 -0.73
H -5.24 2.45 1.15
H -3.84 0.11 3.51
H -4.84 0.28 2.05
H -4.69 1.64 3.20
C -1.95 -5.33 2.18
C -1.45 -4.99 0.80
O -2.43 -4.16 0.12
P -2.12 -2.63 -0.15
S -1.73 -1.50 1.45
S -0.49 -2.38 -1.31
O -3.45 -2.12 -0.82
C -4.00 -2.71 -2.03
C -5.04 -3.76 -1.71
H -1.24 -6.00 2.67
H -2.91 -5.84 2.12
H -2.05 -4.43 2.78
H -1.32 -5.87 0.17
H -0.50 -4.44 0.84
H -3.18 -3.12 -2.62
H -4.43 -1.87 -2.58
H -4.59 -4.68 -1.36
H -5.63 -3.97 -2.60
H -5.71 -3.38 -0.94
Ge 1.66 0.28 -1.37
C 1.25 1.40 -2.93
C 1.29 0.83 -4.20
C 1.13 1.62 -5.33
C 0.91 2.98 -5.21
C 0.86 3.56 -3.95
C 1.04 2.77 -2.82
C 3.09 1.12 -0.34
C 3.00 2.41 0.18
C 4.06 2.98 0.86
C 5.23 2.26 1.04
C 5.33 0.97 0.54
C 4.27 0.41 -0.14
H 2.15 -1.08 -1.89
H 1.48 -0.23 -4.31
H 1.19 1.16 -6.32
H 0.78 3.59 -6.10
H 0.70 4.62 -3.85
H 1.03 3.25 -1.85
H 2.09 2.99 0.06
H 3.99 3.99 1.24
H 6.07 2.71 1.56
H 6.25 0.41 0.67
H 4.36 -0.60 -0.53
C -2.34 1.65 -3.97
C -1.86 0.47 -3.17
N -1.72 -0.69 -3.82
O -1.65 0.59 -1.96
H -2.12 1.54 -5.03
H -1.86 2.55 -3.59
H -3.41 1.75 -3.83
H -1.85 -0.73 -4.82
H -1.38 -1.49 -3.31
```

Record 2
Below is a structure of composition C40H48N4O5PPtSSi in a non-equilibrium geometry, with properties calculated with wB97M-V/def2-TZVPD.

Calculated values
orbital gap (alpha / beta): 7.8 / 4.4 eV
HOMO energy (alpha / beta): -15.497 / -16.384 eV
LUMO (alpha / beta): -7.68 / -12.01 eV
total charge: +3
spin multiplicity: 5

```
101
C40H48N4O5PPtSSi (wB97M-V/def2-TZVPD)
Pt 0.69 0.61 0.30
C -0.62 1.38 -2.62
C -1.73 2.26 -2.04
C -2.13 3.30 -3.08
C -1.28 2.95 -0.74
C -2.36 3.89 -0.16
O -2.54 3.43 1.18
C -1.80 2.36 1.38
N -1.06 2.01 0.37
C -2.01 1.68 2.66
C -3.26 1.86 3.25
C -3.57 1.30 4.47
C -2.61 0.56 5.16
C -1.36 0.37 4.59
C -1.05 0.91 3.34
P 0.65 0.73 2.75
C 1.44 -0.65 3.62
C 0.77 -1.87 3.66
C 1.36 -2.96 4.28
C 2.63 -2.84 4.83
C 3.31 -1.63 4.75
C 2.73 -0.54 4.13
C 1.32 2.33 3.28
C 1.64 2.56 4.61
C 1.99 3.84 5.02
C 2.00 4.88 4.11
C 1.70 4.65 2.78
C 1.36 3.38 2.36
H -1.05 0.69 -3.33
H -0.13 0.80 -1.82
H 0.12 2.00 -3.12
H -2.60 1.63 -1.81
H -1.32 4.01 -3.23
H -3.02 3.85 -2.80
H -2.34 2.81 -4.02
H -0.35 3.49 -0.95
H -3.32 3.77 -0.67
H -2.09 4.94 -0.15
H -4.00 2.44 2.73
H -4.54 1.45 4.91
H -2.82 0.14 6.13
H -0.61 -0.17 5.14
H -0.22 -1.96 3.23
H 0.85 -3.90 4.34
H 3.10 -3.69 5.30
H 4.30 -1.54 5.19
H 3.26 0.40 4.06
H 1.60 1.75 5.33
H 2.23 4.02 6.06
H 2.24 5.88 4.44
H 1.74 5.47 2.08
H 1.11 3.19 1.32
C -6.03 -3.73 -5.61
C -4.57 -3.39 -5.55
S -4.11 -2.90 -3.81
O -3.79 -1.49 -3.72
O -5.06 -3.39 -2.87
C -2.48 -3.74 -3.44
C -2.34 -3.85 -1.92
N -1.34 -2.97 -1.34
C -1.53 -1.81 -0.69
N -0.38 -1.35 -0.20
C 0.59 -2.23 -0.55
C 0.02 -3.24 -1.29
N 0.71 -4.27 -1.99
O 1.92 -4.20 -1.93
O 0.06 -5.07 -2.62
C -2.84 -1.14 -0.56
H -6.28 -4.02 -6.64
H -6.65 -2.87 -5.36
H -6.27 -4.56 -4.96
H -4.29 -2.53 -6.16
H -3.94 -4.24 -5.78
H -1.73 -3.11 -3.91
H -2.49 -4.72 -3.90
H -2.07 -4.88 -1.67
H -3.31 -3.63 -1.46
H 1.61 -2.14 -0.22
H -3.53 -1.72 0.07
H -3.31 -1.05 -1.54
H -2.70 -0.16 -0.12
C 4.00 1.44 1.06
Si 2.91 1.11 -0.51
C 2.86 2.61 -1.74
C 4.07 -0.11 -1.56
C 5.40 0.27 -1.64
C 6.35 -0.64 -2.08
C 5.94 -1.88 -2.54
C 4.60 -2.23 -2.53
C 3.65 -1.32 -2.07
H 5.01 1.71 0.74
H 4.08 0.57 1.70
H 3.62 2.27 1.65
H 3.79 3.18 -1.63
H 2.04 3.29 -1.54
H 2.79 2.28 -2.77
H 5.73 1.26 -1.35
H 7.39 -0.34 -2.10
H 6.67 -2.54 -2.99
H 4.26 -3.20 -2.86
H 2.62 -1.61 -2.09
```

Record 3
Below is a cluster of 8 separate species, C40H48O2S2 in total in a non-equilibrium geometry, with properties calculated with wB97M-V/def2-TZVPD.

Calculated values
orbital gap: 9.3 eV
HOMO energy: -8.956 eV
LUMO: 0.39 eV
total charge: 0

```
92
C40H48O2S2 (wB97M-V/def2-TZVPD)
C -0.44 -6.88 -1.21
C -0.60 -5.51 -0.95
C -1.11 -4.63 -1.90
C -1.50 -5.10 -3.10
C -1.43 -6.47 -3.40
C -0.90 -7.33 -2.43
H 0.14 -7.50 -0.54
H -0.14 -5.04 -0.09
H -1.05 -3.58 -1.64
H -1.86 -4.44 -3.87
H -1.84 -6.77 -4.35
H -0.69 -8.37 -2.66
C 2.56 2.86 -4.24
C 3.21 3.72 -3.36
C 4.19 4.56 -3.79
C 4.54 4.45 -5.18
C 3.84 3.69 -6.09
C 2.81 2.91 -5.58
H 1.95 2.06 -3.84
H 2.92 3.65 -2.32
H 4.66 5.25 -3.10
H 5.28 5.12 -5.58
H 4.17 3.80 -7.11
H 2.27 2.27 -6.27
C 1.68 1.26 4.73
C 0.61 2.14 4.57
C -0.41 1.84 3.68
C -0.36 0.71 2.91
C 0.74 -0.13 3.05
C 1.60 0.07 4.09
H 2.42 1.45 5.49
H 0.68 2.91 5.33
H -1.24 2.53 3.62
H -1.11 0.36 2.22
H 0.72 -1.03 2.45
H 2.40 -0.62 4.32
C -6.46 2.23 -1.01
C -7.11 2.04 0.20
C -6.39 1.58 1.32
C -5.07 1.10 1.27
C -4.44 1.23 0.01
C -5.11 1.79 -1.11
H -6.92 2.47 -1.95
H -8.16 2.24 0.37
H -6.95 1.43 2.23
H -4.54 0.58 2.05
H -3.39 0.99 -0.01
H -4.54 1.78 -2.03
C -2.83 -3.83 1.86
C -2.75 -3.13 0.67
C -3.89 -3.06 -0.14
C -5.12 -3.50 0.30
C -5.19 -4.07 1.61
C -4.06 -4.21 2.31
H -2.03 -3.99 2.57
H -1.78 -2.81 0.33
H -3.74 -2.59 -1.10
H -6.05 -3.35 -0.24
H -6.16 -4.48 1.84
H -4.21 -4.73 3.25
C 1.68 5.01 0.53
C 3.00 5.17 0.26
C 4.01 4.36 0.84
C 3.65 3.24 1.53
C 2.32 2.97 1.67
C 1.31 3.85 1.17
H 1.04 5.57 -0.13
H 3.22 5.96 -0.44
H 5.08 4.41 0.67
H 4.46 2.59 1.86
H 2.08 1.97 1.99
H 0.27 3.55 1.17
C 0.48 1.16 -0.64
S 0.26 -0.48 -1.35
O 0.22 -1.45 -0.14
C -1.49 -0.21 -2.11
H 1.34 0.98 0.01
H -0.37 1.42 0.00
H 0.71 2.01 -1.28
H -2.21 0.33 -1.50
H -1.85 -1.21 -2.36
H -1.44 0.31 -3.07
C 5.72 -1.81 3.28
S 5.39 -0.14 2.56
O 6.56 0.06 1.64
C 4.02 -0.69 1.44
H 5.03 -2.11 4.07
H 6.69 -1.78 3.77
H 5.82 -2.56 2.50
H 4.24 -1.67 1.00
H 3.94 0.04 0.64
H 3.04 -0.74 1.93
```

Computed relative energy (zero: lowest compared OMol25 entry of this formula, charge and spin) (kJ/mol) in order:
0.0, 150.3, 101.9